Entry P
Computed, not measured: an isolated molecule of C3H5NO3, with ωB97M-V with the def2-TZVPD basis set.

Output
HOMO energy = -0.3575 Eh
Orbital gap = 10.36 eV
Molecular weight = 103.1 g/mol
Total charge = 0

Each atom is followed by the atoms it is bonded to, with distances in Å.
Atoms and positions in Å:
1 O -3.189 -0.883 0.819  C2 1.153
2 C -2.221 -0.801 0.199  O1 1.153, N3 1.186
3 N -1.409 -0.639 -0.650  C2 1.186, C4 1.365
4 C -0.102 -0.298 -0.844  N3 1.365, C5 1.550, H8 1.199, H9 1.123
5 C 0.274 0.836 0.144  C4 1.550, O6 1.391, H10 1.133, H11 1.163
6 O 1.115 0.398 1.162  C5 1.391, O7 1.389
7 O 2.285 0.106 0.473  O6 1.389, H12 0.933
8 H 0.081 -0.056 -2.004  C4 1.199
9 H 0.587 -1.111 -0.488  C4 1.123
10 H -0.681 1.267 0.575  C5 1.133
11 H 0.686 1.772 -0.410  C5 1.163
12 H 2.575 -0.590 1.024  O7 0.933

***

Entry Q
Computed, not measured: an isolated molecule of C3H5NO3, with ωB97M-V with the def2-TZVPD basis set.

Output
HOMO energy = -0.3929 Eh
Orbital gap = 10.63 eV
Molecular weight = 103.1 g/mol
Total charge = 0

Each atom is followed by the atoms it is bonded to, with distances in Å.
Atoms and positions in Å:
1 C -1.605 -0.337 0.727  C2 1.300, H8 1.111, H9 1.117
2 C -0.811 -0.695 -0.238  C1 1.300, C3 1.624, H10 1.157
3 C 0.352 0.285 -0.809  C2 1.624, O4 1.348, N5 1.540, H11 1.064
4 O 0.168 1.610 -0.646  C3 1.348, H12 0.954
5 N 1.563 -0.106 0.057  C3 1.540, O6 1.214, O7 1.232
6 O 2.120 -1.110 -0.339  N5 1.214
7 O 1.814 0.511 1.093  N5 1.232
8 H -2.415 -0.929 1.205  C1 1.111
9 H -1.265 0.527 1.348  C1 1.117
10 H -0.897 -1.752 -0.698  C2 1.157
11 H 0.388 0.073 -1.851  C3 1.064
12 H 0.588 1.923 0.150  O4 0.954

***

Top of the stability list: entry P, leading by 38.3 kJ/mol.

***

Entry P
Computed, not measured: an isolated molecule of C3H5NO3, with ωB97M-V with the def2-TZVPD basis set.

Output
HOMO energy = -0.3538 Eh
Orbital gap = 9.99 eV
Molecular weight = 103.1 g/mol
Total charge = 0

Each atom is followed by the atoms it is bonded to, with distances in Å.
Atoms and positions in Å:
1 O -1.243 2.468 -1.852  N2 1.201
2 N -1.612 1.823 -0.909  O1 1.201, O3 1.359
3 O -0.744 1.795 0.136  N2 1.359, C4 1.474
4 C -0.827 0.492 0.818  O3 1.474, C5 1.539, H8 1.070, H9 1.124
5 C 0.530 -0.206 0.610  C4 1.539, C6 1.327, H10 1.096
6 C 0.783 -1.176 -0.259  C5 1.327, O7 1.372, H11 1.130
7 O 2.078 -1.626 -0.309  C6 1.372, H12 1.047
8 H -1.573 -0.132 0.373  C4 1.070
9 H -1.089 0.780 1.872  C4 1.124
10 H 1.512 -0.113 1.087  C5 1.096
11 H 0.135 -1.439 -1.148  C6 1.130
12 H 2.049 -2.667 -0.419  O7 1.047

***

Entry Q
Computed, not measured: a cluster of 2 separate species, C3H5NO3 in total, with ωB97M-V with the def2-TZVPD basis set.

Output
HOMO energy = -0.3739 Eh
Orbital gap = 10.27 eV
Molecular weight = 103.1 g/mol
Total charge = 0

Each atom is followed by the atoms it is bonded to, with distances in Å.
Atoms and positions in Å:
1 C 1.751 -0.652 0.206  C2 1.650, H4 1.253, H5 1.329, H6 1.213
2 C 0.795 0.649 -0.137  C1 1.650, N9 1.444, O10 1.165
3 C -1.620 0.961 0.128  H8 1.037, N9 1.418, O12 1.256
4 H 2.199 -1.464 -0.636  C1 1.253
5 H 0.905 -1.145 1.105  C1 1.329
6 H 2.857 -0.571 0.698  C1 1.213
7 H -2.103 -0.817 -0.822  no bonds
8 H -1.612 1.996 0.047  C3 1.037
9 N -0.547 0.152 -0.323  C2 1.444, C3 1.418, O11 1.446
10 O 1.057 1.782 -0.199  C2 1.165
11 O -0.972 -1.229 -0.264  N9 1.446
12 O -2.708 0.338 0.195  C3 1.256

***

Top of the stability list: entry P, leading by 87.4 kJ/mol.

***

Entry P
Computed, not measured: an isolated molecule of C3H5NO3, with ωB97M-V with the def2-TZVPD basis set.

Output
HOMO energy = -0.3525 Eh
Orbital gap = 9.94 eV
Molecular weight = 103.1 g/mol
Total charge = 0

Each atom is followed by the atoms it is bonded to, with distances in Å.
Atoms and positions in Å:
1 C -1.696 0.882 0.231  C2 1.310, H8 1.085, H9 1.087
2 C -0.594 0.184 0.118  C1 1.310, O3 1.657, C5 1.451
3 O 0.734 -0.022 1.086  C2 1.657, N4 1.440
4 N 1.860 0.799 0.723  O3 1.440, H10 1.018, H11 1.021
5 C -0.147 -1.148 -0.247  C2 1.451, O6 1.238, O7 1.369
6 O -0.949 -2.075 -0.078  C5 1.238
7 O 0.804 -1.173 -1.232  C5 1.369, H12 0.974
8 H -1.693 1.854 0.713  C1 1.085
9 H -2.624 0.503 -0.191  C1 1.087
10 H 1.497 1.749 0.711  N4 1.018
11 H 2.074 0.521 -0.235  N4 1.021
12 H 0.736 -2.073 -1.599  O7 0.974

***

Entry Q
Computed, not measured: an isolated molecule of C3H5NO3, with ωB97M-V with the def2-TZVPD basis set.

Output
HOMO energy = -0.3599 Eh
Orbital gap = 9.74 eV
Molecular weight = 103.1 g/mol
Total charge = 0

Each atom is followed by the atoms it is bonded to, with distances in Å.
Atoms and positions in Å:
1 C -0.309 -0.953 -1.410  O2 1.539, H8 1.195, H9 1.209, H10 1.197
2 O -1.239 -0.340 -0.349  C1 1.539, N3 1.381
3 N -0.546 0.844 -0.191  O2 1.381, C4 1.300, H11 0.975
4 C 0.128 1.180 0.868  N3 1.300, O5 1.210, C6 1.658
5 O 0.434 2.231 1.385  C4 1.210
6 C 0.672 -0.172 1.657  C4 1.658, O7 1.328, H12 1.195
7 O 1.491 -1.093 1.162  C6 1.328
8 H -0.434 -2.080 -1.790  C1 1.195
9 H 0.838 -0.759 -1.079  C1 1.209
10 H -0.334 -0.439 -2.491  C1 1.197
11 H -0.989 1.637 -0.545  N3 0.975
12 H 0.287 -0.057 2.782  C6 1.195

***

Top of the stability list: entry P, leading by 28.5 kJ/mol.